Entry from the OMol25 dataset: a single C4H6N4 molecule in a non-equilibrium geometry (ωB97M-V/def2-TZVPD).

```
14
Properties=species:S:1:pos:R:3:forces:R:3
C 0.44267 -0.19115 2.62060 -1.55 0.18 0.17
N 0.64697 1.05911 1.95390 0.99 1.09 -0.89
N 0.56823 1.21404 0.73040 -1.15 -0.42 -0.06
C 0.03260 0.24363 -0.21176 0.67 1.37 0.06
C -0.36518 -1.10646 -0.28459 0.41 -0.89 0.67
N -0.69034 -1.43682 -1.52097 0.10 0.08 -0.03
N -0.52003 -0.31210 -2.24326 -0.28 0.35 0.25
C -0.12362 0.74478 -1.50791 0.06 -0.83 0.83
H -0.65499 -0.43527 2.57257 0.93 -0.14 0.18
H 0.75202 0.03160 3.63893 -0.18 -0.58 0.12
H 1.04831 -0.96085 2.17556 0.18 -0.55 -0.14
H -0.33805 -1.88091 0.50266 -0.20 0.64 -0.70
H -0.75705 -0.34666 -3.21574 -0.04 0.09 -0.14
H -0.00289 1.77765 -1.81250 0.07 -0.40 -0.31
```
Positions in Å, forces in eV/Å.

Its SMILES is C/N=N\c1cn[nH]c1. Its net charge is 0. Its multiplicity is 1. The calculation puts the HOMO energy at -8.7 eV. The gap between HOMO and LUMO is 9.46 eV. As for the energy above the lowest of the compared OMol25 structures with the same formula, charge and spin: 273.2 kJ/mol.